#a
7
Properties=species:S:1:pos:R:3:lowdin_charge:R:1 method="wB97M-V/def2-TZVPD" orbital_gap_ev=9.35 lumo_energy_ev=-0.618 total_charge=0
N 0.303 0.762 -0.351 -0.303
Si -0.735 -0.394 0.064 0.601
H 0.662 1.664 0.032 -0.015
H -1.374 -0.347 1.327 -0.133
H -1.536 -1.397 -0.831 -0.070
Cl 3.427 0.030 0.386 0.242
H 2.336 0.314 -0.244 -0.322

#b
7
Properties=species:S:1:pos:R:3:lowdin_charge:R:1 method="wB97M-V/def2-TZVPD" orbital_gap_ev=9.42 lumo_energy_ev=-0.502 total_charge=0
N 0.198 -0.735 -0.424 -0.293
Si -0.539 0.689 -0.703 0.598
H -0.207 -1.590 -0.905 -0.036
H -2.061 0.941 -0.786 -0.093
H 0.036 1.931 -0.485 -0.141
Cl 1.864 -2.062 3.109 0.164
H 1.746 -1.847 1.753 -0.199

Quick ranking, most stable first: #a, #b.

#a
16
Properties=species:S:1:pos:R:3:lowdin_charge:R:1 method="wB97M-V/def2-TZVPD" orbital_gap_ev=8.31 lumo_energy_ev=4.218 total_charge=-1
N 0.837 1.881 0.960 -0.031
C -0.392 1.289 1.468 -0.453
O -0.262 -0.081 1.666 -0.209
H 1.474 2.152 1.756 0.062
H 1.385 1.204 0.408 0.061
H -0.617 1.764 2.484 0.103
H -1.222 1.559 0.783 0.084
C 0.869 -1.842 -0.848 -0.496
N -0.335 -1.430 -0.473 -0.112
C -0.934 -0.594 -1.537 -0.181
O 1.431 -1.860 -1.993 -0.150
H 1.417 -2.261 0.025 0.098
H -0.411 -0.789 0.805 0.036
H -0.218 0.196 -1.848 0.065
H -1.871 -0.079 -1.169 0.067
H -1.150 -1.110 -2.490 0.055

#b
16
Properties=species:S:1:pos:R:3:lowdin_charge:R:1 method="wB97M-V/def2-TZVPD" orbital_gap_ev=7.83 lumo_energy_ev=4.146 total_charge=-1
N -0.583 -0.860 -2.351 -0.039
C 0.306 -1.574 -1.404 -0.550
O -0.337 -1.848 -0.231 -0.323
H -0.268 -0.958 -3.322 0.038
H -1.503 -1.289 -2.293 0.044
H 0.611 -2.545 -1.896 0.076
H 1.231 -0.993 -1.263 0.077
C 0.188 1.423 0.219 -0.416
N -0.082 0.363 1.027 -0.041
C -0.040 0.498 2.475 -0.126
O 0.570 2.544 0.537 -0.078
H 0.002 1.147 -0.834 0.097
H -0.330 -0.634 0.563 0.051
H 0.844 0.078 2.975 0.062
H -0.897 -0.031 2.907 0.067
H 0.020 1.537 2.803 0.059

Quick ranking, most stable first: #b, #a.

#a
18
Properties=species:S:1:pos:R:3:lowdin_charge:R:1 method="wB97M-V/def2-TZVPD" orbital_gap_ev=5.90 lumo_energy_ev=-2.885 total_charge=0
S 2.616 1.404 -2.749 0.456
S -0.227 -0.395 -2.653 0.549
C 0.862 -0.302 -1.109 -0.464
C -0.341 -0.300 -0.058 -0.486
C -1.204 0.901 -0.128 -0.157
N 0.427 -0.678 1.356 -0.098
C -0.610 -0.869 2.268 -0.218
H 2.227 0.385 -3.240 -0.417
H 1.760 -0.966 -1.212 0.061
H 1.440 1.312 -1.151 0.125
H -0.947 -1.180 -0.035 0.092
H -0.927 1.692 0.628 0.105
H -1.118 1.380 -1.066 0.006
H -2.324 0.551 -0.034 0.128
H 1.066 -0.004 1.486 0.031
H -0.302 -0.737 3.452 0.131
H -1.472 -0.206 2.047 0.056
H -0.925 -1.989 2.197 0.101

#b
18
Properties=species:S:1:pos:R:3:lowdin_charge:R:1 method="wB97M-V/def2-TZVPD" orbital_gap_ev=8.27 lumo_energy_ev=0.679 total_charge=0
C -2.116 1.392 0.842 -0.126
N -0.783 1.368 0.153 -0.171
C 0.231 1.845 1.136 -0.226
C 1.586 1.346 0.540 -0.220
C 1.583 -0.197 0.776 -0.459
S 1.093 -1.290 -0.726 0.341
S -0.870 -1.751 -1.115 0.269
H -1.974 0.671 1.668 0.079
H -2.268 2.367 1.329 0.070
H -2.957 1.232 0.193 0.069
H -0.793 1.832 -0.747 0.108
H 0.076 2.932 1.173 0.113
H -0.018 1.283 2.018 0.093
H 2.570 1.737 0.827 0.104
H 1.558 1.539 -0.524 0.085
H 1.022 -0.634 1.595 0.061
H 2.610 -0.547 0.906 0.053
H -1.261 -0.932 -0.137 -0.242

Quick ranking, most stable first: #b, #a.

#a
18
Properties=species:S:1:pos:R:3:mulliken_spin:R:1 method="wB97M-V/def2-TZVPD" multiplicity=2 orbital_gap_ev="4.79 / 10.56" lumo_energy_ev="1.049 / 0.830" s_squared=0.752 total_charge=0
C 1.910 -0.537 -1.518 0.018
C 1.134 -0.822 -0.243 0.012
C -0.394 -0.641 -0.322 -0.083
C -0.935 0.520 0.435 1.177
C -1.055 1.808 0.017 -0.103
N -1.489 0.161 1.764 1.342
H 2.943 -0.255 -1.253 -0.001
H 1.968 -1.373 -2.165 0.000
H 1.542 0.362 -2.046 0.000
H 1.434 -1.773 0.198 -0.045
H 1.504 -0.118 0.489 0.020
H -0.829 -1.564 0.058 -0.121
H -0.663 -0.615 -1.376 -0.054
H -1.455 2.597 0.635 -0.051
H -0.813 2.051 -0.997 -0.058
H -0.817 -0.500 2.180 -0.362
H -1.483 0.954 2.391 -0.205
H -2.502 -0.254 1.757 -0.486

#b
18
Properties=species:S:1:pos:R:3:mulliken_spin:R:1 method="wB97M-V/def2-TZVPD" multiplicity=2 orbital_gap_ev="9.78 / 9.35" lumo_energy_ev="1.083 / -0.900" s_squared=0.786 total_charge=0
C 0.042 -2.252 3.639 0.002
C 0.219 0.033 0.232 -0.068
N 0.642 0.146 1.505 0.438
C -0.813 1.806 -2.795 0.053
C -0.072 0.555 -2.312 0.011
C 0.575 0.779 -0.977 0.556
H 0.772 -2.159 2.779 -0.002
H -0.279 -1.203 3.859 0.001
H -0.834 -2.811 3.397 0.000
H 0.527 -2.654 4.541 0.000
H -0.153 2.673 -2.893 -0.007
H -0.649 -0.657 0.087 -0.004
H -1.644 2.148 -2.158 -0.008
H -1.242 1.629 -3.799 0.000
H -0.796 -0.271 -2.337 0.001
H 0.710 0.325 -3.056 0.027
H 1.427 0.735 1.443 -0.014
H 1.567 1.178 -1.155 0.015

Quick ranking, most stable first: #b, #a.

#a
16
Properties=species:S:1:pos:R:3:lowdin_charge:R:1 method="wB97M-V/def2-TZVPD" orbital_gap_ev=10.81 lumo_energy_ev=-3.044 total_charge=+1
C 1.726 1.641 -0.764 -0.067
N 1.321 1.073 0.289 -0.004
C -0.320 1.202 0.546 -0.128
N -1.064 0.155 -0.050 0.089
C -0.622 -1.098 0.029 -0.455
N -1.119 -2.157 -0.645 0.186
N 0.301 -1.466 0.867 0.196
H 2.824 1.590 -1.131 0.108
H 1.260 2.255 -1.536 0.079
H -0.660 2.185 0.406 0.109
H -0.347 1.054 1.624 0.113
H -1.927 0.414 -0.576 0.194
H -0.898 -3.122 -0.474 0.126
H -1.829 -2.110 -1.369 0.136
H 0.385 -2.489 0.730 0.146
H 1.068 -0.818 1.285 0.173

#b
16
Properties=species:S:1:pos:R:3:lowdin_charge:R:1 method="wB97M-V/def2-TZVPD" orbital_gap_ev="7.62 / 7.63" lumo_energy_ev="-5.291 / -5.289" total_charge=+1
C -0.266 -1.715 0.453 -0.041
C -0.696 -0.271 0.772 -0.215
C 0.249 1.450 -1.450 -0.047
N -2.160 1.296 -1.948 0.292
N 1.442 0.334 0.878 0.152
N -1.059 1.439 -1.712 -0.114
N 0.298 0.746 0.701 -0.005
H -0.126 -2.271 1.352 0.089
H -1.074 -2.004 -0.104 0.062
H 0.610 -1.805 -0.163 0.078
H -0.863 -0.275 1.870 0.160
H -1.640 -0.026 0.382 0.093
H 0.835 2.388 -1.255 0.116
H 0.774 0.515 -1.729 0.101
H 1.542 -0.739 0.947 0.175
H 2.135 0.938 1.006 0.105

#c
16
Properties=species:S:1:pos:R:3:lowdin_charge:R:1 method="wB97M-V/def2-TZVPD" orbital_gap_ev=9.20 lumo_energy_ev=-4.703 total_charge=+1
N -2.793 0.171 -0.131 0.166
N -1.903 -0.669 -0.240 0.081
N -0.639 -0.328 -0.190 -0.082
C 0.375 -1.286 0.171 -0.099
C 1.666 -0.582 -0.416 -0.176
N 1.504 0.759 -0.008 -0.024
C 0.088 0.969 -0.054 -0.151
H -2.503 1.145 -0.122 0.141
H -3.801 -0.090 -0.295 0.194
H 0.117 -2.202 -0.372 0.136
H 0.435 -1.465 1.232 0.130
H 2.572 -1.104 0.089 0.162
H 1.747 -0.745 -1.506 0.130
H 1.781 0.847 0.924 0.099
H -0.023 1.354 1.002 0.157
H -0.325 1.769 -0.688 0.135

Quick ranking, most stable first: #a, #c, #b.

#a
16
Properties=species:S:1:pos:R:3:lowdin_charge:R:1 method="wB97M-V/def2-TZVPD" orbital_gap_ev=11.94 lumo_energy_ev=-2.966 total_charge=+1
C 2.123 0.276 -0.379 0.039
N 0.763 0.010 -0.035 -0.232
N -0.263 1.107 0.068 0.093
C -1.539 0.478 0.365 -0.151
C -1.429 -0.772 -0.616 -0.042
N 0.025 -1.153 -0.463 0.038
N 0.570 -1.106 0.801 0.129
H 2.535 -0.840 -0.532 0.176
H 2.249 0.824 -1.277 0.092
H 2.703 0.888 0.268 0.099
H 0.107 1.779 0.709 0.133
H -2.299 1.177 0.120 0.118
H -1.713 0.149 1.432 0.127
H -2.138 -1.590 -0.512 0.132
H -1.688 -0.305 -1.551 0.117
H -0.007 -0.921 1.602 0.132

#b
16
Properties=species:S:1:pos:R:3:lowdin_charge:R:1 method="wB97M-V/def2-TZVPD" orbital_gap_ev=11.14 lumo_energy_ev=-4.001 total_charge=+1
C 2.057 -1.058 0.444 0.085
N 1.339 0.006 0.490 0.025
N 0.057 0.181 -0.041 -0.356
C 0.013 0.892 -1.318 0.016
N -0.678 1.184 1.072 0.177
N -0.590 -1.009 -0.254 0.025
C -1.739 -1.211 0.254 0.099
H 3.185 -0.885 0.685 0.143
H 1.647 -1.977 0.101 0.072
H 0.676 0.396 -2.016 0.112
H -1.056 0.795 -1.604 0.123
H 0.195 1.981 -1.221 0.114
H -0.038 1.191 1.789 0.041
H -0.795 2.139 0.574 0.135
H -2.109 -2.222 0.202 0.103
H -2.165 -0.403 0.844 0.085

Quick ranking, most stable first: #b, #a.